--- A ---
Formula: NO5S
Source: the Open Molecules 2025 dataset
Level of theory: ωB97M-V with the def2-TZVPD basis set

CARTESIAN COORDINATES (ANGSTROEM)
N: 1.12 -0.01 0.02
O: -1.28 -1.17 -0.80
O: 1.65 0.93 0.52
O: 1.64 -0.91 -0.59
O: -1.15 -0.13 1.45
O: -1.12 1.32 -0.61
S: -0.86 -0.03 0.02

Summary:
* structure (SMILES): O=[N+]([O-])S(=O)(=O)[O-]
* Kohn-Sham gap: 10.18 eV
* HOMO level: -6.01 eV
* lowest unoccupied orbital energy: 0.1531 Ha
* total charge: -1

---

--- B ---
Formula: NO5S
Source: the Open Molecules 2025 dataset
Level of theory: ωB97M-V with the def2-TZVPD basis set

CARTESIAN COORDINATES (ANGSTROEM)
N: 0.93 0.46 -2.10
O: -1.14 0.85 2.02
O: 0.27 0.00 -1.10
O: 1.95 1.07 -1.90
O: -1.90 -1.15 0.62
O: 0.08 -1.29 1.96
S: -0.89 -0.45 1.32

Summary:
* Kohn-Sham gap (spin up / spin down): 6.14 / 6.14 eV
* HOMO level (spin up / spin down): -3.99 / -3.99 eV
* lowest unoccupied orbital energy (spin up / spin down): 0.0790 / 0.0791 Ha
* total charge: -1

---

Winner for stability: A

---

--- A ---
Formula: C6H11N
Source: the Open Molecules 2025 dataset
Level of theory: ωB97M-V with the def2-TZVPD basis set

CARTESIAN COORDINATES (ANGSTROEM)
C: 2.01 1.62 0.32
C: 0.58 1.42 0.89
C: 0.21 -0.05 1.15
C: -0.10 -0.93 -0.01
C: -0.96 -0.39 -0.98
N: -2.01 -0.95 -1.65
C: -2.26 -2.20 -1.49
H: 2.22 2.55 -0.20
H: 2.64 1.60 1.21
H: 2.34 0.80 -0.33
H: 0.60 1.99 1.82
H: -0.15 1.84 0.20
H: 1.01 -0.48 1.74
H: -0.73 0.07 1.71
H: 0.21 -1.96 -0.12
H: -0.77 0.60 -1.40
H: -1.89 -2.84 -0.69
H: -2.94 -2.71 -2.17

Summary:
* 2S+1: 2
* Kohn-Sham gap (spin up / spin down): 8.46 / 7.63 eV
* ⟨S²⟩: 0.76
* HOMO level (spin up / spin down): -14.76 / -15.37 eV
* lowest unoccupied orbital energy (spin up / spin down): -0.2315 / -0.2846 Ha
* total charge: +1

---

--- B ---
Formula: C6H11N
Source: the Open Molecules 2025 dataset
Level of theory: ωB97M-V with the def2-TZVPD basis set

CARTESIAN COORDINATES (ANGSTROEM)
C: 1.37 -1.02 -1.17
N: -1.20 -0.76 -2.35
C: -0.92 -0.08 -1.23
C: 0.31 -0.14 -0.65
C: 0.40 0.66 0.60
C: -0.16 0.33 1.80
C: 0.11 1.11 3.06
H: 2.42 -0.91 -0.93
H: 1.41 -1.33 -2.23
H: 0.96 -1.92 -0.65
H: -1.95 -0.36 -2.87
H: -0.48 -0.90 -3.08
H: -1.57 0.71 -0.75
H: 1.18 1.38 0.48
H: -0.73 -0.58 1.98
H: -0.40 0.63 3.80
H: -0.14 2.17 2.83
H: 1.09 1.25 3.35

Summary:
* 2S+1: 2
* Kohn-Sham gap (spin up / spin down): 10.27 / 7.06 eV
* ⟨S²⟩: 0.76
* HOMO level (spin up / spin down): -13.48 / -13.92 eV
* lowest unoccupied orbital energy (spin up / spin down): -0.1179 / -0.2521 Ha
* total charge: +1

---

Winner for stability: B

---

--- A ---
Formula: C6H15N
Source: the Open Molecules 2025 dataset
Level of theory: ωB97M-V with the def2-TZVPD basis set

CARTESIAN COORDINATES (ANGSTROEM)
C: 1.51 -1.74 -1.95
C: 1.63 -0.29 -1.47
C: 1.33 -0.15 0.03
C: -0.14 -0.37 0.38
C: -1.06 0.80 0.10
C: -1.45 1.59 1.39
N: -2.48 0.94 2.06
H: 0.48 -2.02 -2.19
H: 1.97 -1.74 -2.94
H: 1.94 -2.56 -1.37
H: 2.60 0.10 -1.74
H: 0.85 0.26 -2.01
H: 1.87 -0.96 0.54
H: 1.69 0.79 0.46
H: -0.29 -0.88 1.35
H: -0.45 -1.32 -0.08
H: -0.65 1.54 -0.58
H: -1.96 0.45 -0.36
H: -1.67 2.64 1.22
H: -0.54 1.53 2.03
H: -2.88 1.45 2.86
H: -2.32 -0.04 2.29

Summary:
* 2S+1: 2
* Kohn-Sham gap (spin up / spin down): 10.96 / 5.79 eV
* ⟨S²⟩: 0.75
* HOMO level (spin up / spin down): -14.44 / -14.43 eV
* lowest unoccupied orbital energy (spin up / spin down): -0.1279 / -0.3178 Ha
* total charge: +1

---

--- B ---
Formula: C6H15N
Source: the Open Molecules 2025 dataset
Level of theory: ωB97M-V with the def2-TZVPD basis set

CARTESIAN COORDINATES (ANGSTROEM)
C: 1.25 1.20 0.64
C: -0.10 0.79 0.79
C: -1.07 0.81 -0.25
C: -0.66 1.10 -1.67
C: -2.30 0.30 0.00
C: -0.67 -2.43 0.98
N: 2.90 -0.87 -0.47
H: 1.85 1.37 1.52
H: 1.87 0.42 0.01
H: 1.21 2.09 0.00
H: -0.50 0.67 1.80
H: -1.08 -2.21 1.96
H: -1.14 0.45 -2.40
H: -0.91 2.13 -1.92
H: 0.42 1.02 -1.79
H: -2.69 0.18 1.00
H: -2.96 0.25 -0.86
H: 0.41 -2.42 1.02
H: -0.94 -1.60 0.35
H: -1.01 -3.39 0.62
H: 3.82 -1.26 -0.25
H: 2.38 -1.62 -0.95

Summary:
* 2S+1: 2
* Kohn-Sham gap (spin up / spin down): 8.55 / 8.29 eV
* ⟨S²⟩: 0.75
* HOMO level (spin up / spin down): -14.73 / -14.49 eV
* lowest unoccupied orbital energy (spin up / spin down): -0.2272 / -0.2279 Ha
* total charge: +1

---

--- C ---
Formula: C6H15N
Source: the Open Molecules 2025 dataset
Level of theory: ωB97M-V with the def2-TZVPD basis set

CARTESIAN COORDINATES (ANGSTROEM)
C: -0.80 -0.34 1.65
C: -1.67 0.89 1.66
C: 0.63 -0.25 1.12
N: 0.64 0.20 -0.23
C: -0.01 -0.91 -1.09
C: -0.83 -0.11 -2.15
C: 2.05 0.51 -0.77
H: -1.34 -1.01 0.84
H: -0.69 -0.81 2.64
H: -1.65 1.33 2.72
H: -2.57 0.73 1.31
H: -1.16 1.51 0.90
H: 1.08 -1.27 1.26
H: 1.31 0.36 1.76
H: 0.88 -1.40 -1.53
H: -0.73 -1.47 -0.47
H: -1.12 0.89 -1.78
H: -1.61 -0.71 -2.63
H: -0.33 0.01 -3.05
H: 2.25 1.67 -0.80
H: 2.96 -0.01 -0.34
H: 2.00 0.05 -1.78

Summary:
* 2S+1: 2
* Kohn-Sham gap (spin up / spin down): 12.63 / 7.44 eV
* ⟨S²⟩: 0.75
* HOMO level (spin up / spin down): -15.25 / -15.25 eV
* lowest unoccupied orbital energy (spin up / spin down): -0.0963 / -0.2869 Ha
* total charge: +1

---

Winner for stability: A